--- one ---
Molecular formula: C51H37N6OP2S4Tl
Method: DFT, ωB97M-V/def2-TZVPD

## Properties
* gap between HOMO and LUMO: 4.28 eV

The geometry in ORCA input format:
```
! RIJCOSX wB97M-V def2-TZVPD def2/J DEFGRID3
* xyz -2 1
Tl -0.0076 -0.2249 -0.7205
O 2.9101 2.0467 1.2869
S 1.6034 1.4567 1.5964
C 0.6635 2.8854 2.2214
C 1.4278 3.9601 2.6460
C 0.8251 5.0788 3.1830
C -0.5573 5.1259 3.2786
C -1.3198 4.0788 2.7998
C -0.7243 2.9406 2.2563
P -1.7409 1.5442 1.5748
C -2.4198 1.0055 3.1936
C -3.6110 0.2764 3.2135
C -4.1063 -0.2474 4.3907
C -3.4223 -0.0572 5.5804
C -2.2277 0.6402 5.5687
C -1.7214 1.1507 4.3882
C -3.1369 2.6186 1.0137
C -4.3041 2.8757 1.7299
C -5.2566 3.7485 1.2334
C -5.0581 4.3895 0.0223
C -3.8965 4.1468 -0.6928
C -2.9482 3.2685 -0.2025
C 1.9626 0.6981 3.2379
C 2.2346 1.4418 4.3670
C 2.7132 0.8275 5.5134
C 2.9256 -0.5440 5.5188
C 2.6574 -1.2919 4.3903
C 2.1897 -0.6853 3.2217
P 1.5860 -1.6006 1.7560
C 1.8935 -3.3319 2.3286
C 0.8012 -4.1351 2.6306
C 0.9806 -5.4564 3.0060
C 2.2568 -5.9856 3.0979
C 3.3525 -5.1917 2.7962
C 3.1734 -3.8792 2.4037
C 2.9906 -1.5806 0.5797
C 4.1040 -0.7558 0.6546
C 5.1214 -0.9082 -0.2741
C 5.0335 -1.8684 -1.2679
C 3.9017 -2.6617 -1.3673
C 2.8802 -2.5128 -0.4518
H 2.4999 3.8909 2.5365
H 1.4251 5.9052 3.5363
H -1.0422 5.9874 3.7162
H -2.3976 4.1429 2.8523
H -4.1366 0.1114 2.2833
H -5.0175 -0.8280 4.3743
H -3.8132 -0.4618 6.5046
H -1.6722 0.7734 6.4861
H -0.7656 1.6550 4.3926
H -4.4753 2.4078 2.6896
H -6.1548 3.9402 1.8100
H -5.8049 5.0787 -0.3483
H -3.7287 4.6345 -1.6420
H -2.0472 3.0752 -0.7696
H 2.0632 2.5072 4.3660
H 2.9247 1.4202 6.3912
H 3.3054 -1.0254 6.4109
H 2.8307 -2.3583 4.4109
H -0.1932 -3.7208 2.5468
H 0.1208 -6.0803 3.2092
H 2.4033 -7.0172 3.3886
H 4.3519 -5.6022 2.8551
H 4.0288 -3.2710 2.1409
H 4.1634 0.0192 1.4064
H 5.9885 -0.2626 -0.2175
H 5.8369 -1.9870 -1.9836
H 3.8036 -3.3786 -2.1708
H 1.9836 -3.1153 -0.5314
N -1.9666 2.0356 -4.3720
C -1.7588 1.5645 -3.1067
S -0.4617 2.2732 -2.2531
N -2.6448 0.6894 -2.6755
N -2.4629 0.1793 -1.4550
C -3.3323 -0.6946 -1.0508
C -3.1542 -1.3891 0.1793
C -4.0133 -2.4450 0.5448
C -3.7697 -3.1510 1.6992
C -2.6745 -2.7988 2.4889
C -1.9028 -1.7318 2.0810
N -2.1192 -1.0361 0.9746
H -1.1641 2.4702 -4.7999
H -2.5402 1.4627 -4.9738
H -4.1844 -0.9592 -1.6805
H -4.8503 -2.6942 -0.0902
H -4.4057 -3.9778 1.9892
H -2.4512 -3.3219 3.4083
H -1.0630 -1.4032 2.6860
S -0.3599 -2.2952 -2.7618
C 0.0390 -1.1791 -4.0197
C -0.7512 -1.1960 -5.1657
C -0.5470 -0.3163 -6.2307
C -1.3767 -0.3585 -7.3530
N -2.0787 -0.4135 -8.2682
C 0.5254 0.6085 -6.1571
C 1.3613 0.5766 -5.0443
C 1.1508 -0.2824 -3.9675
S 2.2796 -0.2221 -2.6754
C 0.7296 1.5553 -7.1654
N 0.8913 2.3668 -7.9709
H -1.5538 -1.9207 -5.2253
H 2.2042 1.2519 -4.9968
*
```

=====

--- two ---
Molecular formula: C51H37N6OP2S4Tl
Method: DFT, ωB97M-V/def2-TZVPD

## Properties
* gap between HOMO and LUMO: 4.66 eV

The geometry in ORCA input format:
```
! RIJCOSX wB97M-V def2-TZVPD def2/J DEFGRID3
* xyz -2 1
Tl 2.2008 0.2361 -0.0110
O 0.8021 -4.0144 0.9963
S 0.1354 -2.6895 0.8928
C -0.2307 -2.2585 2.6208
C -0.0215 -3.2436 3.5763
C -0.3204 -3.0036 4.9041
C -0.8347 -1.7727 5.2792
C -0.9869 -0.7707 4.3397
C -0.6540 -0.9836 2.9998
P -0.6509 0.4474 1.8274
C 0.6425 1.4598 2.6514
C 0.7402 2.8137 2.3197
C 1.7321 3.6041 2.8700
C 2.6594 3.0475 3.7404
C 2.5914 1.6994 4.0450
C 1.5959 0.9028 3.4991
C -2.1751 1.2415 2.5293
C -3.3848 0.6923 2.1019
C -4.5932 1.2287 2.5123
C -4.6108 2.3397 3.3437
C -3.4161 2.8926 3.7801
C -2.2046 2.3424 3.3830
C -1.6301 -3.2141 0.6029
C -2.1098 -4.2070 1.4546
C -3.3148 -4.8276 1.2029
C -4.0288 -4.4836 0.0672
C -3.5471 -3.5180 -0.7911
C -2.3470 -2.8371 -0.5528
P -1.5991 -1.4743 -1.6418
C -1.8666 -2.4040 -3.2224
C -2.2340 -1.7177 -4.3824
C -2.3618 -2.3794 -5.5927
C -2.1290 -3.7453 -5.6700
C -1.7582 -4.4369 -4.5271
C -1.6252 -3.7731 -3.3167
C -3.1835 -0.4843 -1.7498
C -4.3540 -0.9173 -2.3795
C -5.5221 -0.1767 -2.3083
C -5.5427 1.0383 -1.6369
C -4.3745 1.5150 -1.0690
C -3.2121 0.7582 -1.1271
H 0.3974 -4.1881 3.2517
H -0.1492 -3.7704 5.6488
H -1.0871 -1.5783 6.3146
H -1.3302 0.2075 4.6487
H 0.0294 3.2492 1.6277
H 1.8000 4.6498 2.5998
H 3.4409 3.6649 4.1659
H 3.3304 1.2384 4.6853
H 1.5887 -0.1537 3.7260
H -3.3637 -0.1644 1.4378
H -5.5238 0.7848 2.1798
H -5.5543 2.7778 3.6455
H -3.4272 3.7522 4.4401
H -1.2793 2.7680 3.7477
H -1.5170 -4.5016 2.3089
H -3.6907 -5.5898 1.8744
H -4.9670 -4.9783 -0.1575
H -4.1077 -3.3050 -1.6877
H -2.4323 -0.6552 -4.3287
H -2.6442 -1.8209 -6.4771
H -2.2346 -4.2626 -6.6158
H -1.5584 -5.5003 -4.5842
H -1.3181 -4.3229 -2.4353
H -4.3576 -1.8297 -2.9571
H -6.4206 -0.5492 -2.7874
H -6.4608 1.6104 -1.5749
H -4.3641 2.4781 -0.5738
H -2.2980 1.1368 -0.6953
N 0.2125 4.5728 -1.7991
C 0.8460 3.3331 -1.7618
S 2.1496 3.2057 -0.6403
N 0.3252 2.4334 -2.5522
N 0.8793 1.2524 -2.8940
C 1.9358 1.2849 -3.6410
C 2.6126 0.0825 -4.1138
C 3.5006 0.1535 -5.1951
C 4.0972 -0.9983 -5.6559
C 3.8283 -2.2000 -5.0120
C 2.9874 -2.1786 -3.9170
N 2.3712 -1.0809 -3.4854
H 0.3914 5.1214 -0.9736
H -0.7555 4.5423 -2.0871
H 2.3475 2.2471 -3.9448
H 3.7115 1.1146 -5.6451
H 4.7760 -0.9637 -6.4992
H 4.2858 -3.1245 -5.3376
H 2.7948 -3.0811 -3.3467
S 4.8183 0.5454 -1.1503
C 5.2911 1.5379 0.1882
C 5.9885 2.7221 -0.0688
C 6.4441 3.5579 0.9449
C 7.1875 4.7334 0.6567
N 7.8157 5.6761 0.4403
C 6.2168 3.1939 2.2900
C 5.5521 2.0021 2.5567
C 5.0684 1.1634 1.5460
S 4.2927 -0.3118 2.0250
C 6.6574 4.0194 3.3573
N 6.9905 4.6829 4.2401
H 6.1806 2.9944 -1.0976
H 5.4226 1.6926 3.5841
*
```

=====

Quick ranking, most stable first: two, one.

=====

--- one ---
Molecular formula: H4N3O3P
Method: DFT, ωB97M-V/def2-TZVPD

## Properties
* gap between HOMO and LUMO: 7.24 eV

The geometry in ORCA input format:
```
! RIJCOSX wB97M-V def2-TZVPD def2/J DEFGRID3
* xyz -2 1
N -0.0435 -1.0729 -0.9413
N -1.3421 0.6255 -1.6848
N -0.3335 0.1660 -1.0921
O 1.4853 1.5513 0.3494
O 2.4772 -0.4335 1.8061
O 2.6222 1.8982 2.5701
P 1.8303 0.9410 1.8191
H 0.8664 -1.1028 -0.4881
H 0.3353 0.7635 2.2497
H -1.7802 -0.2249 -2.1812
H 0.7113 1.1585 0.0094
*
```

=====

--- two ---
Molecular formula: H4N3O3P
Method: DFT, ωB97M-V/def2-TZVPD

## Properties
* gap between HOMO and LUMO: 5.52 eV

The geometry in ORCA input format:
```
! RIJCOSX wB97M-V def2-TZVPD def2/J DEFGRID3
* xyz -2 1
N 0.3061 -1.3199 -0.2755
N -2.1548 -0.0471 0.8386
N -1.2619 0.5644 0.6065
O 1.1272 1.1246 1.3934
O -0.6855 2.8170 1.4666
O 0.3787 2.1766 -0.9420
P 0.1971 1.9672 0.5493
H 0.3443 -2.0424 -1.1352
H 0.8337 -0.5351 -0.7607
H 0.8602 -1.6785 0.4249
H 0.0548 -3.0268 -2.1659
*
```

=====

Quick ranking, most stable first: one, two.

=====

--- one ---
Molecular formula: CHNO2S
Method: DFT, ωB97M-V/def2-TZVPD

## Properties
* SMILES string: O=C=NOS
* gap between HOMO and LUMO: 9.08 eV

The geometry in ORCA input format:
```
! RIJCOSX wB97M-V def2-TZVPD def2/J DEFGRID3
* xyz 0 1
O 1.4240 -2.2218 -0.3971
C 0.9907 -1.2273 0.0004
N 0.4803 -0.3695 0.6513
O 0.1069 1.1566 0.4721
S -1.4222 1.4682 0.3035
H -1.5796 1.1938 -1.0301
*
```

=====

--- two ---
Molecular formula: CHNO2S
Method: DFT, ωB97M-V/def2-TZVPD

## Properties
* gap between HOMO and LUMO: 10.38 eV

The geometry in ORCA input format:
```
! RIJCOSX wB97M-V def2-TZVPD def2/J DEFGRID3
* xyz 0 1
C -2.7439 -0.1741 -0.0349
N -1.8005 -0.5846 0.5569
O -3.7255 0.2915 -0.4375
O 0.2277 -1.6770 -0.7165
S -0.1339 -1.0126 0.5112
H 0.1024 0.5230 0.3707
*
```

=====

Quick ranking, most stable first: two, one.

=====

--- one ---
Molecular formula: C7H10N2O2S
Method: DFT, ωB97M-V/def2-TZVPD

## Properties
* SMILES string: Cc1cc(C)n(C)c(=S(=O)=O)n1
* gap between HOMO and LUMO: 7.64 eV

The geometry in ORCA input format:
```
! RIJCOSX wB97M-V def2-TZVPD def2/J DEFGRID3
* xyz 0 1
C -0.3545 -3.4120 0.3206
C 0.1345 -1.9773 0.1622
C -0.5416 -0.9050 -0.3748
C -0.1289 0.4092 -0.1286
C -0.9689 1.5528 -0.5497
N 1.0782 0.5468 0.3428
C 1.7580 1.9115 0.5720
C 1.8973 -0.5422 0.4890
S 3.8300 -0.3896 -0.2370
O 3.2001 0.2586 -1.3991
O 4.4830 0.4550 0.7955
N 1.4304 -1.7261 0.4321
H -0.3116 -3.5161 1.5168
H 0.3922 -4.1207 -0.1137
H -1.3777 -3.3808 -0.0996
H -1.5100 -0.9409 -0.8040
H -1.0481 2.5255 -0.0120
H -2.0482 1.1940 -0.6625
H -0.5657 1.8426 -1.6547
H 2.3946 1.4937 1.3988
H 2.4567 2.1823 -0.1808
H 1.0416 2.6772 0.9236
*
```

=====

--- two ---
Molecular formula: C7H10N2O2S
Method: DFT, ωB97M-V/def2-TZVPD

## Properties
* SMILES string: CC(=O)N=S.Cc1conc1C
* gap between HOMO and LUMO (spin up / spin down): 6.94 / 7.10 eV

The geometry in ORCA input format:
```
! RIJCOSX wB97M-V def2-TZVPD def2/J DEFGRID3
* xyz 0 1
C 3.0227 -1.2394 -0.5871
C 2.2822 0.1065 -0.1636
O 2.5951 0.7052 0.8249
N 1.3353 0.4717 -1.0470
S 0.9482 0.7284 -2.4967
H 2.8495 -1.8726 0.2115
H 4.1890 -1.0875 -0.5968
H 2.4323 -1.6876 -1.3744
C -1.1525 1.2849 1.7003
C -1.1797 -0.0967 1.0138
C -0.2990 -1.1438 1.0351
O -0.4990 -1.9513 0.0113
N -1.3926 -1.3430 -0.7815
C -1.7995 -0.2428 -0.2304
C -2.5140 0.7882 -1.0268
H -0.9757 1.3055 2.7361
H -0.3874 1.8174 1.1224
H -2.0827 1.8514 1.4497
H 0.3481 -1.6005 1.7830
H -1.6106 1.2328 -1.5439
H -3.2950 0.4685 -1.7175
H -2.8148 1.5047 -0.3222
*
```

=====

Quick ranking, most stable first: one, two.

=====

--- one ---
Molecular formula: CH4IPS2
Method: DFT, ωB97M-V/def2-TZVPD

## Properties
* gap between HOMO and LUMO: 8.00 eV

The geometry in ORCA input format:
```
! RIJCOSX wB97M-V def2-TZVPD def2/J DEFGRID3
* xyz 0 1
C 1.0017 -0.1356 0.4198
P -1.9253 -0.8741 0.2973
S 0.5775 2.1396 -0.0994
S 0.0376 -1.1508 -0.5523
I 3.0796 -0.4303 0.6502
H 0.4692 -0.1836 1.3553
H -2.4425 -1.5404 -0.7413
H -2.0298 0.5005 -0.1508
H 1.2320 1.6745 -1.1788
*
```

=====

--- two ---
Molecular formula: CH4IPS2
Method: DFT, ωB97M-V/def2-TZVPD

## Properties
* gap between HOMO and LUMO (spin up / spin down): 8.75 / 5.46 eV

The geometry in ORCA input format:
```
! RIJCOSX wB97M-V def2-TZVPD def2/J DEFGRID3
* xyz 0 1
C 1.6121 0.3338 0.6167
P -2.0825 -1.2974 -0.0012
S 1.3687 1.8722 -0.1101
S -1.1405 -0.2540 -1.3293
I 2.5194 -1.2567 -0.3782
H 0.8697 0.1959 1.3320
H -3.3752 -0.7589 -0.0975
H -1.6620 -0.6095 1.2336
H 1.8902 1.7745 -1.2659
*
```

=====

Quick ranking, most stable first: one, two.

=====

--- one ---
Molecular formula: H41O20
Method: DFT, ωB97M-V/def2-TZVPD

## Properties
* gap between HOMO and LUMO: 10.34 eV

The geometry in ORCA input format:
```
! RIJCOSX wB97M-V def2-TZVPD def2/J DEFGRID3
* xyz 1 1
O -1.1705 1.7730 4.4706
H -1.9235 1.4540 4.9744
O -1.2384 0.5136 1.0589
H -0.4505 -0.0380 1.0962
H -1.5162 0.6039 0.1482
O -4.7229 0.5626 -1.7401
H -5.5416 0.7916 -1.3285
H -3.9649 0.7720 -1.1910
O -2.4991 3.5534 -0.3332
H -3.3243 3.8830 0.0424
H -2.1181 4.3004 -0.8119
O -1.7844 -4.8301 -1.9962
H 3.3929 1.0048 1.9734
H -2.7127 -4.9298 -2.2146
O 3.6962 1.8913 2.1499
H 2.1115 2.9021 1.9572
H 4.3544 2.0958 2.8089
O 1.2285 3.0908 1.5898
H 1.5003 3.7787 0.9635
H -0.6365 3.2594 2.3046
O 2.2120 -1.6163 -4.1834
H 2.4509 -0.8072 -3.7251
H 1.5879 -1.4531 -4.8906
O 1.1587 0.5287 -0.5894
H 1.3920 1.3485 -0.1614
H -1.6613 -5.4284 -1.2581
O 1.0607 1.8081 -3.4949
H 0.4399 1.6372 -4.2133
H 1.8269 1.6686 -4.0940
O -0.1114 -0.4881 -3.0330
H -0.4043 0.3558 -2.6500
H -0.8179 -1.0518 -2.6824
O 0.7308 -4.0078 -0.4046
H 0.2798 -4.8374 -0.2310
H 0.8565 -4.0502 -1.3967
O 1.0408 0.3594 4.2880
H 0.9644 -0.2259 3.5153
H 1.5349 0.0687 5.0530
O 0.6783 -3.3087 -2.8584
H 1.3361 -2.7105 -3.2785
H -0.1308 -2.8304 -2.6782
O -1.5842 1.3559 -1.7407
H -1.8026 2.1549 -2.2423
H -0.8221 1.6560 -1.2182
O 2.4003 -1.9592 0.1082
H 2.0285 -1.0677 0.1378
H 1.7807 -2.5067 -0.4168
O 4.2853 -0.2856 -0.5804
H 5.2160 -0.1703 -0.3987
H 4.0494 -1.1844 -0.8328
O -1.4376 2.6830 2.1660
H -1.4706 2.1978 3.1108
H -1.2796 1.7784 1.6906
O 0.7463 -1.9348 2.7440
H 1.1962 -1.9765 1.8896
H 0.6966 -2.8066 3.1428
O -4.4926 -0.0151 2.0818
H -5.0003 -0.2806 2.8561
H -4.5988 -0.7865 1.5110
H -0.2849 1.3099 4.5808
H 1.2689 0.4469 -1.5452
*
```

=====

--- two ---
Molecular formula: H41O20
Method: DFT, ωB97M-V/def2-TZVPD

## Properties
* gap between HOMO and LUMO: 9.78 eV

The geometry in ORCA input format:
```
! RIJCOSX wB97M-V def2-TZVPD def2/J DEFGRID3
* xyz 1 1
O 1.5655 -0.0184 -0.2631
H -1.6046 -4.9576 0.2606
O -0.0789 -2.5785 -4.1393
H 0.0052 -2.0358 -3.3029
H -0.9623 -2.8888 -3.8681
O 4.2904 1.3996 -1.2741
H 5.2008 1.6688 -1.0828
H 4.3678 0.8699 -2.1045
O -1.1030 3.5650 -1.1666
H -0.9337 3.6737 0.0247
H -0.1288 3.2060 -1.1837
O -1.4224 -0.2987 -2.8743
H 4.1689 -4.2827 1.8924
H -1.6893 2.8444 -1.4471
O 4.6704 -3.6394 1.3836
H 2.7473 -0.5615 -3.0599
H 4.3293 -3.7779 0.4886
O 2.0417 -0.9523 -2.5346
H 2.0258 -1.9266 -2.7063
H -1.5544 0.7269 -0.8343
O -4.0670 -1.1491 -0.6696
H -4.6044 -1.9335 -0.5260
H -3.2404 -1.0666 -0.1912
O -4.5337 1.1829 1.0929
H -4.6978 0.4457 1.6869
H -1.0700 -0.6185 -3.7130
O -0.0538 -3.6587 -1.9507
H 0.2327 -4.1098 -2.7473
H -0.1408 -4.2433 -1.1648
O 0.1612 -0.9412 3.8955
H 0.7438 -0.1880 3.7449
H 2.0230 0.2572 -1.1224
O -1.8048 -1.3350 1.5059
H -1.4764 -2.2508 1.5486
H -1.1437 -0.9179 2.0580
O 1.4202 3.5809 -0.9163
H 1.8742 4.1815 -1.5187
H 1.7658 2.6964 -0.7604
O -1.1630 -4.0624 0.2091
H 2.2291 0.1303 0.4200
H -2.0679 -3.6577 0.2563
O -3.6680 3.7024 -0.8925
H 0.7610 -1.6271 3.5512
H -4.1584 3.0259 -0.4021
O 1.5600 -2.6248 0.3639
H 0.6591 -2.8645 0.1564
H 1.4945 -1.8310 -0.2352
O 0.7807 2.8923 3.2535
H 1.3217 2.2515 3.7284
H 1.1218 3.7879 3.3628
O -2.3427 1.1626 -0.4955
H -4.1915 4.3312 -1.3959
H -2.8446 0.6237 0.1151
O 2.9527 -0.0182 4.2779
H 3.6669 0.6238 4.1036
H 3.5901 -0.6569 4.6403
O -0.2993 4.0839 1.0078
H 0.1284 4.9460 1.0825
H -0.3653 3.8781 1.9422
H -2.3392 -0.0350 -2.9921
H -4.1501 1.9695 1.4816
*
```

=====

Quick ranking, most stable first: one, two.